No. 1
A cluster of 2 separate species, C2H3NO2 in total in a non-equilibrium geometry. Source: the Open Molecules 2025 dataset; level of theory: the ωB97M-V functional and the def2-TZVPD basis.

Each line ends with the natural charge from an NBO analysis.
CARTESIAN COORDINATES (ANGSTROEM)
C (-3.23271, 1.55257, -0.43622)  0.517
C (1.26602, -0.10974, 0.48756)  0.425
N (0.16329, 0.42567, 0.40657)  -0.711
O (-2.67905, 0.58797, -0.36497)  -0.516
O (1.74106, -1.22530, -0.05808)  -0.696
H (2.15042, 0.43537, 0.86841)  0.150
H (-0.57030, -0.01575, -0.09962)  0.345
H (1.16126, -1.65078, -0.80365)  0.486

Summary:
Max |F| (eV Å⁻¹): 3.7
Net charge: 0
Gap between HOMO and LUMO (eV): 10.96
Energy above the lowest of the compared OMol25 structures with the same formula, charge and spin (kcal/mol): 29.69


No. 2
An isolated molecule of C2H3NO2 in a non-equilibrium geometry. Source: the Open Molecules 2025 dataset; level of theory: the ωB97M-V functional and the def2-TZVPD basis.

Each line ends with the natural charge from an NBO analysis.
CARTESIAN COORDINATES (ANGSTROEM)
C (0.27949, -1.19620, -0.32951)  0.526
C (-0.02112, 1.10554, 0.55797)  0.544
H (-0.34556, -1.93662, -0.94466)  0.125
H (-0.89385, 0.37455, -1.05754)  0.398
H (-0.72611, 1.95856, 0.27012)  0.096
N (-0.22071, 0.11273, -0.39267)  -0.671
O (1.17274, -1.51722, 0.43503)  -0.511
O (0.75512, 1.09866, 1.46127)  -0.506

Summary:
Max |F| (eV Å⁻¹): 2.1
Net charge: 0
Gap between HOMO and LUMO (eV): 10.65
Energy above the lowest of the compared OMol25 structures with the same formula, charge and spin (kcal/mol): 10.81


No. 3
A cluster of 2 separate species, C2H3NO2 in total in a non-equilibrium geometry. Source: the Open Molecules 2025 dataset; level of theory: the ωB97M-V functional and the def2-TZVPD basis.

Each line ends with the natural charge from an NBO analysis.
CARTESIAN COORDINATES (ANGSTROEM)
C (-0.17794, -1.37755, -0.60177)  0.208
C (-0.14471, 0.96654, -0.32656)  0.737
N (0.20220, 0.84968, 0.86556)  -0.820
O (-0.00055, -1.79146, 0.52286)  -0.580
O (-0.39633, 1.69056, -1.22946)  -0.537
H (-0.51885, -1.89956, -1.55478)  0.138
H (0.40169, -0.10908, 1.07911)  0.447
H (0.63448, 1.67086, 1.24503)  0.407

Summary:
Max |F| (eV Å⁻¹): 6.7
Net charge: 0
Gap between HOMO and LUMO (alpha / beta) (eV): 8.33 / 8.33
Energy above the lowest of the compared OMol25 structures with the same formula, charge and spin (kcal/mol): 71.05


No. 4
An isolated molecule of C2H3NO2 in a non-equilibrium geometry. Source: the Open Molecules 2025 dataset; level of theory: the ωB97M-V functional and the def2-TZVPD basis.

Each line ends with the natural charge from an NBO analysis.
CARTESIAN COORDINATES (ANGSTROEM)
C (0.08396, 0.99334, 0.02011)  -0.167
C (-1.26353, 0.31923, 0.07629)  0.365
H (2.10590, -1.22354, 0.09042)  0.482
H (0.20140, 2.10704, -0.01246)  0.206
H (-2.12662, 0.99722, 0.30990)  0.111
N (1.31031, 0.46246, -0.13794)  -0.019
O (1.23646, -0.80740, 0.10443)  -0.501
O (-1.52089, -0.81676, -0.10451)  -0.478

Summary:
Max |F| (eV Å⁻¹): 4.6
Net charge: 0
Gap between HOMO and LUMO (eV): 9.58
Energy above the lowest of the compared OMol25 structures with the same formula, charge and spin (kcal/mol): 74.52


No. 5
An isolated molecule of C2H3NO2 in a non-equilibrium geometry. Source: the Open Molecules 2025 dataset; level of theory: the ωB97M-V functional and the def2-TZVPD basis.

Each line ends with the natural charge from an NBO analysis.
CARTESIAN COORDINATES (ANGSTROEM)
C (0.94653, -0.02045, 0.06360)  0.678
C (-0.45280, 0.15408, 0.45124)  0.131
N (0.27489, 1.04053, -0.37532)  -0.616
O (1.88398, -0.73151, 0.03459)  -0.538
O (-1.28019, -1.04093, -0.19934)  -0.746
H (-0.89377, 0.48994, 1.40079)  0.194
H (0.05088, 1.81997, -0.98283)  0.423
H (-0.52952, -1.71163, -0.39274)  0.474

Summary:
Max |F| (eV Å⁻¹): 3.7
Net charge: 0
Gap between HOMO and LUMO (eV): 11.04
Energy above the lowest of the compared OMol25 structures with the same formula, charge and spin (kcal/mol): 64.70


No. 6
An isolated molecule of C2H3NO2S in a non-equilibrium geometry. Source: the Open Molecules 2025 dataset; level of theory: the ωB97M-V functional and the def2-TZVPD basis.

Each line ends with the natural charge from an NBO analysis.
CARTESIAN COORDINATES (ANGSTROEM)
C (-0.60671, 0.71444, -1.03833)  0.555
C (0.03292, -1.33222, 0.41654)  0.544
H (0.22388, 1.45631, 2.09607)  0.119
H (-0.66117, 1.79092, -0.78540)  0.129
H (0.83698, -1.50701, 1.15133)  0.131
N (0.02510, 0.06374, 0.11122)  -0.666
O (-1.10217, 0.11449, -1.91367)  -0.479
O (-0.69390, -2.06887, -0.14655)  -0.495
S (1.07724, 1.07221, 1.06075)  0.164

Summary:
Max |F| (eV Å⁻¹): 2.9
Net charge: 0
Gap between HOMO and LUMO (eV): 10.68
Energy above the lowest of the compared OMol25 structures with the same formula, charge and spin (kcal/mol): 34.45


No. 7
An isolated molecule of C2H3NO2S2 in a non-equilibrium geometry. Source: the Open Molecules 2025 dataset; level of theory: the ωB97M-V functional and the def2-TZVPD basis.

Each line ends with the natural charge from an NBO analysis.
CARTESIAN COORDINATES (ANGSTROEM)
C (-0.44449, 1.69522, 0.00847)  -0.031
C (0.39492, -0.69864, -0.02521)  -0.840
N (0.21861, 1.67646, -1.08428)  -0.683
O (0.32249, -0.37342, -2.63386)  -0.891
O (2.52494, 0.27533, -1.45839)  -0.873
S (-0.74556, 0.28875, 0.96042)  0.343
S (0.95374, 0.23153, -1.51019)  2.192
H (-1.03364, 2.63527, 0.35623)  0.243
H (1.12135, -1.13199, 0.59181)  0.263
H (-0.06088, -1.51690, -0.69283)  0.277

Summary:
Max |F| (eV Å⁻¹): 6.3
Net charge: 0
Gap between HOMO and LUMO (eV): 10.27
Energy above the lowest of the compared OMol25 structures with the same formula, charge and spin (kcal/mol): 43.92


No. 8
An isolated molecule of C2H3NO2S2 in a non-equilibrium geometry. Source: the Open Molecules 2025 dataset; level of theory: the ωB97M-V functional and the def2-TZVPD basis.

Each line ends with the natural charge from an NBO analysis.
CARTESIAN COORDINATES (ANGSTROEM)
C (-0.00788, -0.38874, 0.82236)  -0.040
C (1.98061, 0.14130, -0.44131)  0.005
N (1.03687, -0.27159, 0.26063)  -0.274
O (-1.14832, 0.92823, -1.26485)  -0.936
O (-2.26211, 1.40360, 0.76746)  -0.908
S (-2.52842, -1.31605, -0.06226)  -0.439
S (-1.63964, 0.38831, -0.01284)  1.886
H (-0.32973, -1.20467, 1.58491)  0.275
H (2.93074, 0.43514, -0.13770)  0.215
H (1.96788, -0.11553, -1.51639)  0.216

Summary:
Max |F| (eV Å⁻¹): 5.9
Net charge: 0
Gap between HOMO and LUMO (eV): 6.96
Energy above the lowest of the compared OMol25 structures with the same formula, charge and spin (kcal/mol): 88.57


No. 9
A structure of composition C2H3NO2S2 in a non-equilibrium geometry. Source: the Open Molecules 2025 dataset; level of theory: the ωB97M-V functional and the def2-TZVPD basis.

Each line ends with the natural charge from an NBO analysis.
CARTESIAN COORDINATES (ANGSTROEM)
C (0.63907, 1.49113, -0.12698)  -0.761
C (1.07677, 0.65272, -1.17485)  -0.064
N (-0.81087, 0.35208, -1.42144)  -0.913
O (-1.19615, -0.21479, 0.90849)  -0.909
O (-2.06344, 2.05016, 0.36182)  -0.873
S (1.75961, 0.28764, 0.50623)  0.212
S (-1.07424, 1.03227, 0.21576)  2.209
H (0.75129, 2.58165, 0.14597)  0.264
H (-1.06672, 1.25870, -2.02801)  0.420
H (-1.42136, -0.43004, -1.40708)  0.415

Summary:
Max |F| (eV Å⁻¹): 6.0
Net charge: 0
Gap between HOMO and LUMO (eV): 9.04
Energy above the lowest of the compared OMol25 structures with the same formula, charge and spin (kcal/mol): 127.67


No. 10
An isolated molecule of C2H3NO3 in a non-equilibrium geometry. Source: the Open Molecules 2025 dataset; level of theory: the ωB97M-V functional and the def2-TZVPD basis.

Each line ends with the natural charge from an NBO analysis.
CARTESIAN COORDINATES (ANGSTROEM)
C (1.16387, 0.33546, 0.06387)  0.417
C (-0.42642, -0.12337, 0.13057)  0.672
N (0.42984, 0.58707, 1.09234)  -0.517
O (-1.24121, 0.61540, -0.66592)  -0.687
O (-0.74692, -1.42650, 0.29335)  -0.694
O (2.49971, 0.66074, -0.27476)  -0.664
H (-1.35241, 0.19218, -1.52893)  0.495
H (-1.31313, -1.50820, 1.07531)  0.493
H (2.91598, 0.98559, 0.53594)  0.486

Summary:
Max |F| (eV Å⁻¹): 4.9
Net charge: 0
Gap between HOMO and LUMO (eV): 9.80
Energy above the lowest of the compared OMol25 structures with the same formula, charge and spin (kcal/mol): 88.80